A molecular structure, C36H31AsClN5O3SW. Source: the OMol25 dataset; level of theory: the ωB97M-V functional and the def2-TZVPD basis.

Summary:
- frontier orbital gap (alpha / beta) (eV) = 6.4 / 6.3
- charge = +2
- DFT total energy (eV) = -137438.101
- max |F| (eV Å⁻¹) = 3.055

Atoms and positions in Å:
W (-0.4850, 0.2156, -0.3662)
Cl (-5.1839, 2.7854, -5.1665)
C (-4.3017, 2.0416, -3.8849)
C (-4.9903, 1.2588, -2.9354)
C (-4.3177, 0.6865, -1.8918)
C (-2.9335, 0.8627, -1.7668)
O (-2.3075, 0.3108, -0.7404)
C (-2.2224, 1.5936, -2.7451)
C (-0.8224, 1.7410, -2.7415)
O (-0.0779, 1.2446, -1.8499)
C (-2.9542, 2.2007, -3.7990)
H (-6.0570, 1.1103, -3.0420)
H (-4.8341, 0.0797, -1.1601)
H (-0.3089, 2.2657, -3.5408)
H (-2.4283, 2.7870, -4.5427)
S (-0.8541, -1.5449, -2.1470)
C (0.2530, -2.9065, -2.0747)
C (0.1615, -3.9074, -3.0421)
C (0.9901, -5.0145, -2.9647)
C (1.9120, -5.1468, -1.9298)
C (2.0135, -4.1533, -0.9735)
C (1.1909, -3.0376, -1.0604)
As (1.2771, -1.5378, 0.0950)
C (2.1819, -2.1669, 1.6617)
C (1.6507, -3.2804, 2.3130)
C (2.2062, -3.6991, 3.5141)
C (3.2664, -2.9896, 4.0701)
C (3.7820, -1.8753, 3.4206)
C (3.2347, -1.4527, 2.2153)
C (2.6603, -0.4772, -0.7891)
C (3.5572, -1.0843, -1.6628)
C (4.4470, -0.3077, -2.3867)
C (4.4428, 1.0766, -2.2523)
C (3.5765, 1.6820, -1.3568)
C (2.6883, 0.9076, -0.6213)
H (-0.5622, -3.8133, -3.8420)
H (0.9143, -5.7864, -3.7200)
H (2.5468, -6.0208, -1.8724)
H (2.7366, -4.2355, -0.1720)
H (0.8307, -3.8283, 1.8643)
H (1.8192, -4.5794, 4.0132)
H (3.6979, -3.3123, 5.0092)
H (4.6140, -1.3333, 3.8522)
H (3.6367, -0.5886, 1.7017)
H (3.5637, -2.1579, -1.7770)
H (5.1469, -0.7860, -3.0595)
H (5.1254, 1.6805, -2.8365)
H (3.5991, 2.7564, -1.2225)
H (2.0721, 1.3968, 0.1222)
C (-1.2215, -1.8774, 5.2165)
N (-1.1238, -1.1489, 3.9553)
C (-0.1329, -0.1078, 3.7143)
C (-0.4429, 0.2121, 2.2761)
O (0.3347, 0.7121, 1.4449)
N (-1.3079, -0.6424, 1.7793)
C (-1.7081, -1.4519, 2.8046)
N (-2.5494, -2.4470, 2.6158)
H (-0.9694, -1.2014, 6.0292)
H (-0.5353, -2.7240, 5.2320)
H (-2.2407, -2.2231, 5.3807)
H (0.8934, -0.4710, 3.7775)
H (-0.2543, 0.7230, 4.4124)
H (-3.0347, -2.5097, 1.7336)
H (-2.9059, -2.9835, 3.3898)
N (-2.9418, 3.8274, 0.8312)
C (-2.3623, 2.6199, 0.9700)
N (-1.2454, 2.5095, 0.2920)
C (-1.0744, 3.7457, -0.3395)
C (-0.0326, 4.2170, -1.1436)
C (-0.1422, 5.4985, -1.6393)
C (-1.2497, 6.3128, -1.3400)
C (-2.2619, 5.8760, -0.5137)
C (-2.1433, 4.5790, -0.0189)
H (-3.8032, 4.1251, 1.2586)
H (-2.7891, 1.8409, 1.5825)
H (0.8366, 3.6057, -1.3486)
H (0.6465, 5.8981, -2.2634)
H (-1.2964, 7.3111, -1.7541)
H (-3.0966, 6.5138, -0.2514)


A single C20H23N3O5S molecule. Source: the OMol25 dataset; level of theory: the ωB97M-V functional and the def2-TZVPD basis.

Summary:
- frontier orbital gap (eV) = 8.9
- charge = 0
- DFT total energy (eV) = -46656.909
- max |F| (eV Å⁻¹) = 1.038
- SMILES = COc1ccc(NC(C)=O)cc1S(=O)(=O)Nc1ccccc1C(=O)N1CCCC1
- energy relative to the best compared isomer or geometry (same formula, charge and spin) (kJ/mol) = 109.2

Atoms and positions in Å:
C (0.7763, -2.4858, 1.9840)
O (0.4104, -1.9828, 0.7119)
C (-0.8520, -1.5333, 0.5361)
C (-1.8222, -1.4021, 1.5277)
C (-3.0838, -0.9254, 1.2220)
C (-3.4189, -0.5645, -0.0815)
N (-4.6776, -0.0824, -0.4448)
C (-5.7894, 0.0887, 0.3344)
C (-6.9625, 0.6255, -0.4583)
O (-5.8398, -0.1564, 1.5162)
C (-2.4479, -0.6808, -1.0744)
C (-1.1994, -1.1637, -0.7621)
S (0.0657, -1.1992, -2.0203)
O (0.7244, -2.4646, -2.1054)
O (-0.4737, -0.6442, -3.2258)
N (1.2149, -0.1461, -1.3829)
C (0.8196, 1.1017, -0.8963)
C (-0.0699, 1.8759, -1.6358)
C (-0.4643, 3.1177, -1.1751)
C (0.0171, 3.6070, 0.0284)
C (0.8984, 2.8425, 0.7704)
C (1.3161, 1.5994, 0.3157)
C (2.1900, 0.7568, 1.1906)
O (1.8104, 0.3750, 2.2870)
N (3.4016, 0.4332, 0.7023)
C (4.0315, 0.8474, -0.5307)
C (4.7120, -0.4284, -1.0613)
C (4.7093, -1.4084, 0.1281)
C (4.2566, -0.5579, 1.3186)
H (1.7503, -2.9510, 1.8407)
H (0.0662, -3.2391, 2.3332)
H (0.8608, -1.6718, 2.7090)
H (-1.5959, -1.6533, 2.5507)
H (-3.8222, -0.8272, 2.0006)
H (-4.7641, 0.1517, -1.4242)
H (-6.7099, 1.5864, -0.9016)
H (-7.8129, 0.7506, 0.2053)
H (-7.2284, -0.0692, -1.2523)
H (-2.6402, -0.4041, -2.0997)
H (1.7951, -0.6760, -0.7471)
H (-0.4385, 1.4828, -2.5687)
H (-1.1534, 3.7073, -1.7612)
H (-0.2952, 4.5748, 0.3890)
H (1.2727, 3.1993, 1.7183)
H (3.3145, 1.2680, -1.2317)
H (4.7823, 1.6142, -0.2999)
H (4.1533, -0.8398, -1.9002)
H (5.7235, -0.2120, -1.4001)
H (3.9944, -2.2119, -0.0498)
H (5.6871, -1.8531, 0.3000)
H (5.1110, -0.0647, 1.7964)
H (3.6967, -1.1068, 2.0746)


11 unconnected molecules or ions with the total composition C32H93N15O11. Source: the OMol25 dataset; level of theory: the ωB97M-V functional and the def2-TZVPD basis.

Summary:
- frontier orbital gap (eV) = 9.1
- charge = 0
- DFT total energy (eV) = -79559.209
- max |F| (eV Å⁻¹) = 10.584
- SMILES = COC[C@H](C)N.COC[C@H](C)N.COC[C@H](C)N.COC[C@H](C)N.COC[C@H](C)N.COC[C@H](C)N.COC[C@H](C)N.NC(N)=O.NC(N)=O.NC(N)=O.NC(N)=O
- energy relative to the best compared isomer or geometry (same formula, charge and spin) (kJ/mol) = 884.3

Atoms and positions in Å:
C (1.1469, -8.5139, 3.6564)
O (1.8277, -7.2670, 3.9616)
C (1.2882, -6.2700, 3.1638)
C (1.8353, -4.9167, 3.6916)
C (1.4987, -4.5977, 5.1406)
N (1.4294, -3.8326, 2.8811)
H (0.8080, -8.6785, 2.6336)
H (0.2533, -8.4997, 4.2804)
H (1.7327, -9.3678, 3.9969)
H (1.7425, -6.5791, 2.2224)
H (0.2135, -6.2271, 2.9868)
H (2.9195, -4.9882, 3.6048)
H (0.4256, -4.7357, 5.2729)
H (1.5642, -3.5470, 5.4233)
H (1.9650, -5.3007, 5.8308)
H (0.6337, -3.3517, 3.2756)
H (2.1359, -3.1162, 2.9695)
C (0.6709, 2.4512, 2.2126)
O (1.0321, 1.3129, 1.3507)
C (0.0040, 0.2629, 1.4119)
C (0.2521, -0.7434, 0.2738)
C (-0.0717, -0.3005, -1.1471)
N (-0.5118, -2.0174, 0.5932)
H (0.6769, 2.1983, 3.2728)
H (-0.1917, 3.0762, 1.9814)
H (1.4064, 3.2476, 2.0985)
H (0.2213, -0.2490, 2.3493)
H (-1.0458, 0.5550, 1.3859)
H (1.3037, -1.0294, 0.2524)
H (-1.1278, -0.3052, -1.4165)
H (0.4336, -1.0482, -1.7584)
H (0.3591, 0.6950, -1.2543)
H (-0.0188, -2.7758, 0.1439)
H (-0.4804, -2.2631, 1.5724)
C (-4.5932, -4.1249, -2.7775)
O (-3.3053, -4.7749, -2.5982)
C (-2.7523, -4.5685, -1.3194)
C (-1.3770, -5.3363, -1.2751)
C (-0.7556, -5.3380, 0.1247)
N (-0.5260, -4.9436, -2.2992)
H (-5.3680, -4.3609, -2.0481)
H (-4.8417, -4.2929, -3.8254)
H (-4.3799, -3.0595, -2.6905)
H (-2.4305, -3.5665, -1.0354)
H (-3.4091, -4.9349, -0.5304)
H (-1.7685, -6.3116, -1.5641)
H (-1.3790, -5.8709, 0.8427)
H (-0.3467, -4.3884, 0.4700)
H (0.1176, -5.9880, 0.1793)
H (-1.1585, -4.8988, -3.0853)
H (-0.2381, -3.9826, -2.1820)
C (4.9663, 2.6048, -0.0890)
O (4.9238, 1.9548, -1.3648)
C (4.3302, 0.6603, -1.2257)
C (4.4990, -0.0316, -2.6117)
C (3.7533, -1.3063, -2.7648)
N (5.8870, -0.3092, -2.8478)
H (5.0825, 1.8537, 0.6923)
H (3.9808, 3.0248, 0.1123)
H (5.7919, 3.3075, 0.0235)
H (4.8637, 0.0778, -0.4745)
H (3.2926, 0.7206, -0.8974)
H (4.1024, 0.6888, -3.3272)
H (3.9962, -1.6625, -3.7659)
H (2.7005, -1.0248, -2.7421)
H (3.8423, -2.0146, -1.9411)
H (6.5174, 0.4715, -2.7330)
H (5.8878, -0.5048, -3.8387)
C (0.8670, -1.9039, -4.9015)
O (-0.3023, -2.1688, -5.6083)
C (-0.7655, -3.5038, -5.7946)
C (-1.6637, -3.5144, -7.0378)
C (-2.0754, -4.8083, -7.6849)
N (-1.0286, -2.7638, -8.0953)
H (1.7058, -2.2194, -5.5219)
H (0.8328, -2.2821, -3.8798)
H (0.8764, -0.8220, -4.7698)
H (0.0735, -4.1993, -5.8178)
H (-1.2308, -3.7967, -4.8534)
H (-2.5579, -2.9041, -6.9109)
H (-2.7615, -5.3187, -7.0092)
H (-1.3507, -5.4445, -8.1930)
H (-2.5379, -4.6609, -8.6609)
H (-1.7981, -2.3562, -8.6070)
H (-0.6191, -2.0021, -7.5737)
C (1.4288, 10.7553, 0.8063)
O (1.6824, 9.7888, -0.2606)
C (1.1850, 8.5456, 0.2173)
C (2.3043, 7.5832, 0.7975)
C (1.7009, 6.1970, 0.9502)
N (2.9691, 7.8476, 2.0322)
H (1.7894, 10.4264, 1.7809)
H (0.3405, 10.7466, 0.8654)
H (1.8477, 11.7368, 0.5841)
H (0.3088, 8.6256, 0.8607)
H (0.8684, 8.0701, -0.7110)
H (3.0304, 7.3946, 0.0068)
H (2.4381, 5.4861, 1.3233)
H (1.3420, 5.7860, 0.0066)
H (0.8415, 6.2869, 1.6146)
H (3.8543, 7.3676, 1.9531)
H (3.2246, 8.8245, 2.0501)
C (-3.5983, 1.8739, -0.3337)
O (-3.8899, 2.8436, -1.3939)
C (-3.3778, 2.6180, -2.6490)
C (-3.8726, 3.7947, -3.5472)
C (-5.3363, 3.8264, -3.8841)
N (-3.2390, 3.8156, -4.8315)
H (-3.9494, 2.2659, 0.6208)
H (-2.5129, 1.9023, -0.2377)
H (-3.7879, 0.8316, -0.5902)
H (-2.3169, 2.8278, -2.5134)
H (-3.5763, 1.6737, -3.1560)
H (-3.6660, 4.7639, -3.0932)
H (-5.9622, 3.5393, -3.0392)
H (-5.4579, 3.1292, -4.7131)
H (-5.6255, 4.8593, -4.0783)
H (-3.4747, 4.7294, -5.1915)
H (-3.5094, 3.0579, -5.4421)
N (-2.1022, -0.8934, 4.9367)
C (-2.0607, -1.3865, 3.7730)
N (-2.9549, -1.0055, 2.9408)
O (-1.1534, -2.0957, 3.4411)
H (-2.8521, -0.2367, 5.0993)
H (-1.3124, -1.0823, 5.5373)
H (-2.6566, -1.2081, 1.9973)
H (-3.8073, -0.5062, 3.1512)
N (-3.5438, 3.9594, 2.4622)
C (-4.3412, 4.6982, 1.8140)
N (-3.7020, 5.3250, 0.9495)
O (-5.4910, 4.8364, 1.9993)
H (-2.5775, 4.2505, 2.4224)
H (-3.9660, 3.3549, 3.1524)
H (-2.7369, 5.0560, 0.8214)
H (-4.1593, 6.0063, 0.3606)
N (0.3647, 1.1515, 5.5976)
C (0.5602, 1.7845, 6.6336)
N (1.7135, 1.3248, 7.1008)
O (-0.2341, 2.6150, 7.0493)
H (1.0411, 0.5295, 5.1783)
H (-0.5023, 1.3215, 5.1083)
H (1.9085, 1.8132, 7.9631)
H (2.4287, 0.9143, 6.5177)
N (3.5617, -2.0975, 3.9317)
C (3.1248, -0.9870, 3.4550)
N (3.1084, -0.8595, 2.1729)
O (2.7174, -0.0748, 4.1228)
H (3.7147, -2.2527, 4.9179)
H (3.9931, -2.7325, 3.2753)
H (3.5313, -1.5426, 1.5609)
H (2.4815, -0.1801, 1.7660)


charge of number 1 (C36H31AsClN5O3SW)? +2